1.
An isolated molecule of C2H2F3NO in a non-equilibrium geometry, computed with ωB97M-V with the def2-TZVPD basis set.

Calculated values
- HOMO (eV) = -11.262
- SMILES = O=CC(F)(F)NF
- ΔE to the lowest compared entry with this formula, charge and spin (kcal per mole) = 81.8
- M (g mol⁻¹) = 113.04
- E_LUMO (Eh) = -0.00132

```
! wB97M-V def2-TZVPD RIJCOSX def2/J DEFGRID3
* xyz 0 1
O -1.35 -0.38 0.29
C -0.66 0.45 -0.19
C 0.82 0.43 0.03
F 1.07 0.97 1.32
F 1.29 1.31 -0.92
N 1.29 -0.83 -0.26
F 2.64 -0.90 0.05
H -1.09 1.36 -0.80
H 0.69 -1.47 0.24
*
```

Atomic partial charges in e from the natural (NBO) method, atoms 1 to 2: number 1, O, carries -0.47; number 2, C, carries 0.39



2.
A cluster of 2 separate species, C2H2F3NO2 in total in a non-equilibrium geometry, computed with ωB97M-V with the def2-TZVPD basis set.

Calculated values
- HOMO (alpha / beta) (eV) = -9.194 / -9.906
- ΔE to the lowest compared entry with this formula, charge and spin (kcal per mole) = 151.3
- M (g mol⁻¹) = 129.04
- E_LUMO (alpha / beta) (Eh) = -0.03677 / -0.00627

```
! wB97M-V def2-TZVPD RIJCOSX def2/J DEFGRID3
* xyz 0 1
C 0.48 0.64 -0.45
C 1.30 -0.46 0.25
N -2.01 -0.10 0.04
O -2.69 0.33 -0.78
O -2.07 -0.61 1.10
F 0.74 1.85 0.08
F 2.59 -0.35 0.15
F 0.78 -1.61 -0.25
H 0.03 0.63 -1.46
H 0.86 -0.32 1.33
*
```

Atomic partial charges in e from the natural (NBO) method, atoms 1 to 2: number 1, C, carries 0.19; number 2, C, carries 0.49



3.
A cluster of 2 separate species, C2H2F3P in total in a non-equilibrium geometry, computed with ωB97M-V with the def2-TZVPD basis set.

Calculated values
- HOMO (alpha / beta) (eV) = -9.131 / -9.066
- ΔE to the lowest compared entry with this formula, charge and spin (kcal per mole) = 81.5
- M (g mol⁻¹) = 114.01
- E_LUMO (alpha / beta) (Eh) = -0.06433 / -0.06346

```
! wB97M-V def2-TZVPD RIJCOSX def2/J DEFGRID3
* xyz 0 1
C 0.55 0.86 -0.22
C 1.26 -0.16 0.24
F 0.99 2.07 0.05
F 2.41 -0.11 0.85
F 0.89 -1.44 0.06
P -3.04 -0.32 0.11
H -0.42 0.91 -0.85
H -2.65 -1.80 -0.24
*
```

Atomic partial charges in e from the natural (NBO) method, atoms 1 to 2: number 1, C, carries 0.05; number 2, C, carries 0.66



4.
A structure of composition C2H2F4O in a non-equilibrium geometry, computed with ωB97M-V with the def2-TZVPD basis set.

Calculated values
- HOMO (eV) = -10.416
- ΔE to the lowest compared entry with this formula, charge and spin (kcal per mole) = 25.8
- M (g mol⁻¹) = 118.03
- E_LUMO (Eh) = 0.02255

```
! wB97M-V def2-TZVPD RIJCOSX def2/J DEFGRID3
* xyz 0 1
C 1.66 0.30 -0.44
C 0.11 0.46 0.83
O -1.00 0.14 0.21
F 2.77 0.55 0.24
F 1.47 1.21 -1.39
F 0.16 1.74 1.25
F 0.42 -0.31 1.89
H 1.62 -0.72 -0.83
H -1.77 0.59 0.61
*
```

Atomic partial charges in e from the natural (NBO) method, atoms 1 to 2: number 1, C, carries 0.53; number 2, C, carries 0.86



5.
An isolated molecule of C2H2F5N in a non-equilibrium geometry, computed with ωB97M-V with the def2-TZVPD basis set.

Calculated values
- HOMO (eV) = -11.475
- SMILES = NC(F)(F)C(F)(F)F
- ΔE to the lowest compared entry with this formula, charge and spin (kcal per mole) = 5.9
- M (g mol⁻¹) = 135.04
- E_LUMO (Eh) = 0.03130

```
! wB97M-V def2-TZVPD RIJCOSX def2/J DEFGRID3
* xyz 0 1
N -0.46 0.10 0.94
C -1.27 0.80 0.11
F -0.80 0.92 -1.29
F -1.51 2.05 0.46
C -2.65 -0.22 0.00
F -2.82 -1.00 1.07
F -2.52 -1.06 -0.98
F -3.78 0.44 -0.20
H 0.52 0.52 1.12
H -0.54 -0.88 0.93
*
```

Atomic partial charges in e from the natural (NBO) method, atoms 1 to 2: number 1, N, carries -0.86; number 2, C, carries 0.75



6.
A structure of composition C2H2FHgO in a non-equilibrium geometry, computed with ωB97M-V with the def2-TZVPD basis set.

Calculated values
- HOMO (alpha / beta) (eV) = -8.540 / -10.281
- ΔE to the lowest compared entry with this formula, charge and spin (kcal per mole) = 38.7
- M (g mol⁻¹) = 261.62
- ⟨S²⟩ = 0.7555
- E_LUMO (alpha / beta) (Eh) = -0.06518 / -0.06498

```
! wB97M-V def2-TZVPD RIJCOSX def2/J DEFGRID3
* xyz 0 2
C -0.74 0.00 -0.37
H -0.96 -0.71 -1.18
O -1.30 -1.30 1.29
C -1.22 -0.20 0.87
H -1.46 1.06 0.09
Hg 1.88 0.51 -0.44
F 3.81 0.65 -0.27
*
```

Atomic partial charges in e from the natural (NBO) method, atoms 1 to 2: number 1, C, carries -0.82; number 2, H, carries 0.23



7.
A structure of composition C2H2FHoO2 in a non-equilibrium geometry, computed with ωB97M-V with the def2-TZVPD basis set.

Calculated values
- HOMO (alpha / beta) (eV) = -12.998 / -15.537
- ΔE to the lowest compared entry with this formula, charge and spin (kcal per mole) = 0.0
- M (g mol⁻¹) = 241.96
- ⟨S²⟩ = 8.7564
- E_LUMO (alpha / beta) (Eh) = -0.22907 / -0.22626

```
! wB97M-V def2-TZVPD RIJCOSX def2/J DEFGRID3
* xyz 1 6
Ho 1.10 1.25 -1.40
F -0.96 1.18 -2.21
O 0.07 1.27 0.59
C -0.49 0.13 0.82
C 0.26 -1.01 0.35
O 1.15 -0.81 -0.55
H -1.21 0.01 1.63
H 0.08 -2.01 0.77
*
```

Atomic partial charges in e from the Mulliken method, atoms 1 to 2: number 1, Ho, carries 2.03; number 2, F, carries -0.64



8.
A structure of composition C2H2FLiO2Rb in a non-equilibrium geometry, computed with ωB97M-V with the def2-TZVPD basis set.

Calculated values
- HOMO (alpha / beta) (eV) = -4.944 / -6.726
- ΔE to the lowest compared entry with this formula, charge and spin (kcal per mole) = 117.4
- M (g mol⁻¹) = 169.44
- ⟨S²⟩ = 0.7501
- E_LUMO (alpha / beta) (Eh) = -0.03361 / -0.03419

```
! wB97M-V def2-TZVPD RIJCOSX def2/J DEFGRID3
* xyz 0 2
F 1.74 -1.24 -0.47
O 0.72 0.61 -0.80
O -0.30 1.52 -0.46
C 0.96 -0.32 0.10
C 0.76 -0.33 1.43
H 0.35 0.55 1.91
H 1.17 -1.15 2.01
Rb -3.05 1.19 0.26
Li -2.35 -0.85 -3.99
*
```

Atomic partial charges in e from the natural (NBO) method, atoms 1 to 2: number 1, F, carries -0.34; number 2, O, carries -0.31



9.
An isolated molecule of C2H2FN in a non-equilibrium geometry, computed with ωB97M-V with the def2-TZVPD basis set.

Calculated values
- HOMO (eV) = -10.156
- SMILES = F[C@H]1C=N1
- ΔE to the lowest compared entry with this formula, charge and spin (kcal per mole) = 38.4
- M (g mol⁻¹) = 59.04
- E_LUMO (Eh) = 0.03490

```
! wB97M-V def2-TZVPD RIJCOSX def2/J DEFGRID3
* xyz 0 1
F 1.76 -0.36 0.08
C 0.45 -0.15 -0.29
C -0.76 0.17 0.55
N -0.28 1.13 -0.07
H 0.41 -0.53 -1.33
H -1.58 -0.25 1.06
*
```

Atomic partial charges in e from the natural (NBO) method, atoms 1 to 2: number 1, F, carries -0.35; number 2, C, carries 0.22



10.
An isolated molecule of C2H2FN3 in a non-equilibrium geometry, computed with ωB97M-V with the def2-TZVPD basis set.

Calculated values
- HOMO (eV) = -9.586
- SMILES = Fc1nnc[nH]1
- ΔE to the lowest compared entry with this formula, charge and spin (kcal per mole) = 8.0
- M (g mol⁻¹) = 87.06
- E_LUMO (Eh) = 0.01996

```
! wB97M-V def2-TZVPD RIJCOSX def2/J DEFGRID3
* xyz 0 1
F 1.87 1.35 0.00
C 0.98 0.40 0.00
N 1.20 -0.98 0.00
N 0.00 -1.53 0.00
C -0.92 -0.61 0.00
N -0.35 0.63 0.00
H -1.97 -0.79 -0.02
H -0.81 1.53 0.01
*
```

Atomic partial charges in e from the natural (NBO) method, atoms 1 to 2: number 1, F, carries -0.27; number 2, C, carries 0.65



11.
An isolated molecule of C2H2FN3S in a non-equilibrium geometry, computed with ωB97M-V with the def2-TZVPD basis set.

Calculated values
- HOMO (eV) = -8.999
- SMILES = Fc1nn[nH]c1S
- ΔE to the lowest compared entry with this formula, charge and spin (kcal per mole) = 6.3
- M (g mol⁻¹) = 119.12
- E_LUMO (Eh) = 0.01690

```
! wB97M-V def2-TZVPD RIJCOSX def2/J DEFGRID3
* xyz 0 1
F 0.02 -1.63 -1.23
C 0.35 -0.42 -0.79
N 1.10 0.41 -1.46
N 1.16 1.54 -0.80
N 0.45 1.36 0.35
C -0.12 0.16 0.37
S -1.23 -0.45 1.56
H 0.38 2.09 1.00
H -1.31 -1.70 1.05
*
```

Atomic partial charges in e from the natural (NBO) method, atoms 1 to 2: number 1, F, carries -0.30; number 2, C, carries 0.43



12.
A structure of composition C2H2FNO2 in a non-equilibrium geometry, computed with ωB97M-V with the def2-TZVPD basis set.

Calculated values
- HOMO (alpha / beta) (eV) = -9.921 / -10.397
- ΔE to the lowest compared entry with this formula, charge and spin (kcal per mole) = 197.7
- M (g mol⁻¹) = 91.04
- E_LUMO (alpha / beta) (Eh) = -0.04336 / -0.06313

```
! wB97M-V def2-TZVPD RIJCOSX def2/J DEFGRID3
* xyz 0 1
C 1.58 -0.06 0.00
C -0.34 -0.54 -0.05
N -1.25 0.49 0.01
O -0.81 1.63 -0.06
O -2.43 0.19 0.14
F -0.68 -1.80 -0.04
H 2.22 -0.91 -0.03
H 1.70 0.99 0.02
*
```

Atomic partial charges in e from the natural (NBO) method, atoms 1 to 2: number 1, C, carries -0.26; number 2, C, carries 0.53



13.
A cluster of 2 separate species, C2H2FNO2 in total in a non-equilibrium geometry, computed with ωB97M-V with the def2-TZVPD basis set.

Calculated values
- HOMO (eV) = -9.554
- SMILES = C=C=O.O=NF
- ΔE to the lowest compared entry with this formula, charge and spin (kcal per mole) = 112.3
- M (g mol⁻¹) = 91.04
- E_LUMO (Eh) = -0.03392

```
! wB97M-V def2-TZVPD RIJCOSX def2/J DEFGRID3
* xyz 0 1
C -0.31 -0.67 -0.29
C -1.25 -1.21 0.39
O -1.91 -1.72 1.16
H -0.55 0.29 -0.72
H 0.64 -1.24 -0.49
O 1.94 0.85 0.14
N 0.89 1.29 0.36
F 0.55 2.41 -0.55
*
```

Atomic partial charges in e from the natural (NBO) method, atoms 1 to 2: number 1, C, carries -0.80; number 2, C, carries 0.72



14.
An isolated molecule of C2H2FNP2 in a non-equilibrium geometry, computed with ωB97M-V with the def2-TZVPD basis set.

Calculated values
- HOMO (alpha / beta) (eV) = -6.707 / -8.776
- ΔE to the lowest compared entry with this formula, charge and spin (kcal per mole) = 13.8
- M (g mol⁻¹) = 120.99
- ⟨S²⟩ = 2.0519
- E_LUMO (alpha / beta) (Eh) = -0.03678 / -0.14207

```
! wB97M-V def2-TZVPD RIJCOSX def2/J DEFGRID3
* xyz 0 3
C -0.40 -0.65 -0.11
C 0.83 -0.72 -0.51
N -0.57 2.22 -0.29
F 2.66 -0.65 1.01
P -1.22 1.00 0.14
P 2.46 -0.37 -0.60
H -1.09 -1.52 -0.12
H -2.68 0.69 0.48
*
```

Atomic partial charges in e from the natural (NBO) method, atoms 1 to 2: number 1, C, carries -0.67; number 2, C, carries -0.40



15.
A cluster of 2 separate species, C2H2FO3 in total in a non-equilibrium geometry, computed with ωB97M-V with the def2-TZVPD basis set.

Calculated values
- HOMO (eV) = -1.429
- ΔE to the lowest compared entry with this formula, charge and spin (kcal per mole) = 57.1
- M (g mol⁻¹) = 93.03
- E_LUMO (Eh) = 0.14308

```
! wB97M-V def2-TZVPD RIJCOSX def2/J DEFGRID3
* xyz -1 1
C 2.34 0.29 0.08
C -0.82 0.29 -0.20
O 2.89 -0.44 0.87
O 2.31 1.08 -0.79
O 0.36 -0.39 0.26
F -1.32 0.82 1.02
H -0.49 1.11 -0.81
H 0.02 -0.44 1.17
*
```

Atomic partial charges in e from the natural (NBO) method, atoms 1 to 2: number 1, C, carries 1.03; number 2, C, carries -0.11



16.
A cluster of 2 separate species, C2H2FOP in total in a non-equilibrium geometry, computed with ωB97M-V with the def2-TZVPD basis set.

Calculated values
- HOMO (eV) = -10.285
- SMILES = O=CF.C#P
- ΔE to the lowest compared entry with this formula, charge and spin (kcal per mole) = 41.3
- M (g mol⁻¹) = 92.01
- E_LUMO (Eh) = -0.01008

```
! wB97M-V def2-TZVPD RIJCOSX def2/J DEFGRID3
* xyz 0 1
O -1.43 -0.91 0.84
C -1.25 -0.03 0.07
F -1.58 1.16 0.47
H -0.96 -0.08 -0.90
C 1.58 -0.15 -0.33
P 1.64 0.47 1.12
H 2.01 -0.45 -1.27
*
```

Atomic partial charges in e from the natural (NBO) method, atoms 1 to 2: number 1, O, carries -0.54; number 2, C, carries 0.73



17.
A cluster of 2 separate species, C2H2I2NO in total in a non-equilibrium geometry, computed with ωB97M-V with the def2-TZVPD basis set.

Calculated values
- HOMO (alpha / beta) (eV) = -3.352 / -3.351
- ΔE to the lowest compared entry with this formula, charge and spin (kcal per mole) = 0.0
- M (g mol⁻¹) = 309.85
- ⟨S²⟩ = 2.0381
- E_LUMO (alpha / beta) (Eh) = 0.09329 / 0.02535

```
! wB97M-V def2-TZVPD RIJCOSX def2/J DEFGRID3
* xyz -1 3
C -1.03 -0.09 -0.48
C -0.11 -0.36 0.47
N -1.72 1.12 -0.60
O -1.86 1.88 0.43
I 4.72 0.26 0.07
I 1.12 -2.18 0.14
H -1.15 -0.78 -1.46
H 0.02 0.16 1.43
*
```

Atomic partial charges in e from the natural (NBO) method, atoms 1 to 2: number 1, C, carries -0.18; number 2, C, carries -0.28



18.
A structure of composition C2H2I2OS in a non-equilibrium geometry, computed with ωB97M-V with the def2-TZVPD basis set.

Calculated values
- HOMO (eV) = -9.346
- ΔE to the lowest compared entry with this formula, charge and spin (kcal per mole) = 10.3
- M (g mol⁻¹) = 327.91
- E_LUMO (Eh) = -0.01897

```
! wB97M-V def2-TZVPD RIJCOSX def2/J DEFGRID3
* xyz 0 1
C -1.07 -0.46 0.48
C 0.21 0.21 -0.53
O -0.83 -0.60 1.60
S 1.69 -0.74 -0.13
I 0.22 2.19 0.38
I -0.04 0.34 -2.65
H -1.97 -0.78 -0.15
H 1.78 -0.16 1.01
*
```

Atomic partial charges in e from the natural (NBO) method, atoms 1 to 2: number 1, C, carries 0.45; number 2, C, carries -0.68



19.
An isolated molecule of C2H2IN3 in a non-equilibrium geometry, computed with ωB97M-V with the def2-TZVPD basis set.

Calculated values
- HOMO (eV) = -9.320
- SMILES = Ic1nc[nH]n1
- ΔE to the lowest compared entry with this formula, charge and spin (kcal per mole) = 12.4
- M (g mol⁻¹) = 194.96
- E_LUMO (Eh) = 0.01677

```
! wB97M-V def2-TZVPD RIJCOSX def2/J DEFGRID3
* xyz 0 1
I 4.10 -0.30 2.14
C 2.33 -0.15 1.14
N 1.12 -1.17 1.37
C 0.26 -0.64 0.58
N 0.70 0.46 -0.07
N 1.97 0.74 0.29
H -0.73 -1.01 0.42
H 0.21 1.08 -0.70
*
```

Atomic partial charges in e from the natural (NBO) method, atoms 1 to 2: number 1, I, carries 0.24; number 2, C, carries 0.10



20.
A structure of composition C2H2IN3 in a non-equilibrium geometry, computed with ωB97M-V with the def2-TZVPD basis set.

Calculated values
- HOMO (alpha / beta) (eV) = -6.571 / -9.336
- ΔE to the lowest compared entry with this formula, charge and spin (kcal per mole) = 20.3
- M (g mol⁻¹) = 194.96
- ⟨S²⟩ = 2.0182
- E_LUMO (alpha / beta) (Eh) = 0.02074 / -0.15724

```
! wB97M-V def2-TZVPD RIJCOSX def2/J DEFGRID3
* xyz 0 3
C 0.66 -1.61 -0.15
C -0.77 0.60 0.19
N 0.77 -2.68 0.27
N -0.19 1.55 0.71
N 0.43 -0.47 -0.73
I -2.57 -0.41 -0.21
H -0.43 2.31 1.20
H 1.16 0.15 -0.54
*
```

Atomic partial charges in e from the natural (NBO) method, atoms 1 to 2: number 1, C, carries 0.37; number 2, C, carries 0.14